# C22H38O7

An isolated molecule of C22H38O7 (ωB97M-V/def2-TZVPD, OMol25).

Element x y z (Å)
O1 -0.1789 2.6323 3.5764
H1 5.1904 -1.3368 1.0728
H2 -5.0019 0.7798 -3.0796
C1 -2.9458 0.1731 -2.9536
H3 5.7276 0.9038 0.1643
O2 0.4955 3.9630 1.8789
C2 -1.6803 1.3510 2.3782
C3 -4.7545 -0.7897 -4.5185
H4 4.7810 2.9141 1.1228
H5 1.9761 -1.7682 -2.0944
H6 -0.3826 -1.0144 -2.4210
H7 0.9225 -1.2847 3.8296
C4 3.5478 -0.7794 -0.1927
H8 -1.6514 0.0640 -0.5924
H9 -2.8156 0.3410 1.2368
H10 -2.8878 -1.7322 -5.0883
O3 -1.4083 -0.6373 4.6629
C5 -4.2213 0.4261 -3.7584
H11 2.5896 -2.4320 0.8042
H12 2.9242 3.0388 2.5544
H13 -0.9378 -2.6013 -1.8828
O4 -2.5810 0.3638 2.1766
H14 0.6886 -0.6335 -0.2183
C6 -1.1421 2.2434 1.5325
C7 -0.6902 -1.5908 -1.5475
H15 -2.1471 -0.1365 -3.6270
C8 0.4697 -1.6472 -0.5567
C9 5.1150 0.8034 1.0635
O5 1.8155 0.4803 3.3762
C10 3.3009 2.0237 2.3956
C11 2.9236 -2.1759 -0.2047
H16 1.5287 -3.3201 -1.3878
H17 2.7535 -0.0354 -0.2043
H18 -5.6798 -0.4959 -5.0207
C12 -0.4268 0.3024 4.3410
H19 0.1685 -2.2332 0.3170
C13 4.4222 -0.5592 1.0391
C14 -3.7780 -1.3240 -5.5596
H20 -4.0238 1.2264 -4.4761
H21 3.8581 1.7162 3.2799
H22 -2.1957 -1.5330 -0.0300
H23 -3.4756 -0.5307 -6.2400
H24 3.6829 -2.9071 -0.4918
O6 1.3716 1.1200 1.2752
C15 2.0743 1.1693 2.2547
C16 -1.0949 1.5690 3.7465
H25 4.1459 -0.6405 -1.0963
C17 -1.9211 -0.9457 -0.9121
H26 -1.9656 -0.7874 3.8853
H27 3.5217 2.0329 0.2637
H28 -0.7135 3.0537 -0.1110
H29 -4.0159 -0.6064 -1.2688
H30 -3.2977 -1.8520 -2.2886
H31 -5.0067 -1.5842 -3.8141
H32 3.8107 -0.6711 1.9373
H33 0.0606 0.5861 5.2804
C18 -0.1836 3.0598 2.2882
H34 -1.8664 1.8837 4.4639
C19 4.1737 2.0074 1.1370
C20 0.6398 -0.3130 3.4145
C21 -3.1265 -0.8675 -1.8502
C22 1.7288 -2.2708 -1.1567
H35 5.7882 0.8349 1.9244
H36 -4.2441 -2.1157 -6.1422
H37 -2.6397 1.1166 -2.4942
H38 0.2518 -0.4421 2.3974
O7 -1.3670 2.4149 0.2091

Summary:
Maximum force (eV/A): 1.00
Orbital gap (eV): 9.55
Lowest unoccupied orbital energy (eV): 0.54
Energy relative to the best compared isomer or geometry (same formula, charge and spin) (kcal/mol): 5.4
SMILES: CCCCCCCCCCCCCCCC(=O)OC[C@H](O)[C@H]1OC(=O)C(O)=C1O
Highest occupied orbital energy (hartree): -0.331